# 1
{"formula": "C3H5N3", "method": "wB97M-V/def2-TZVPD", "elements": ["N", "N", "N", "C", "C", "C", "H", "H", "H", "H", "H"], "coordinates": [[-0.5841, 0.6771, -0.2503], [0.8412, 1.3608, 2.7933], [0.9702, -1.0261, 0.2466], [0.6047, 0.8538, 1.7757], [0.3299, 0.1878, 0.5460], [-1.1058, 0.0103, -1.3513], [1.2790, -1.0654, -0.7230], [1.7567, -1.2101, 0.8571], [-0.6871, -0.9254, -1.7135], [-1.7031, 0.5166, -0.1286], [-1.6954, 0.6298, -2.0156]], "forces_ev_per_a": [[0.14, -0.17, 0.14], [-0.20, -0.50, -0.98], [0.13, 0.14, 0.01], [0.18, 0.42, 0.89], [-0.16, 0.07, -0.12], [0.18, -0.12, -0.38], [-0.09, -0.06, 0.08], [-0.09, 0.02, -0.05], [-0.06, 0.15, 0.06], [-0.08, 0.10, 0.21], [0.05, -0.07, 0.15]], "gap_ev": [8.026, 8.027], "total_energy_ev": -7658.40027, "e_above_lowest_kj_mol": 391.3, "multiplicity": 1, "fmax_ev_per_a": 1.12, "charge": 0, "lumo_energy_ha": [0.0112, 0.0112]}

# 2
{"formula": "C4H7BaLiO2", "method": "wB97M-V/def2-TZVPD", "elements": ["Ba", "O", "O", "C", "C", "C", "C", "Li", "H", "H", "H", "H", "H", "H", "H"], "coordinates": [[0.5534, -0.8219, -2.6541], [1.0647, -0.1081, -0.3541], [-0.8333, 0.7045, -1.3458], [-0.3015, 0.8729, -0.1385], [1.5231, -0.3635, 0.9524], [0.3261, -0.1059, 1.8029], [-0.9234, 0.1584, 1.0506], [-2.0832, 0.1404, -2.5589], [-1.6330, 0.7947, 1.5967], [-1.4387, -0.7514, 0.6959], [1.8646, -1.4114, 1.0195], [-0.8420, -1.4116, -4.1546], [0.4194, 0.0282, 2.8793], [2.3488, 0.3497, 1.1355], [-0.0449, 1.9250, 0.0733]], "forces_ev_per_a": [[3.24, -0.52, 0.04], [-1.28, 1.59, 0.85], [-1.57, 0.28, -0.83], [0.19, -1.41, -1.37], [-0.13, 0.34, 0.15], [0.31, -0.28, 1.70], [0.77, 0.32, -0.34], [-0.62, 0.32, 0.01], [0.24, -0.17, -0.17], [0.08, 0.17, 0.09], [0.17, 0.33, 0.08], [-1.82, 0.26, -0.33], [-0.09, -0.14, -0.29], [-0.09, -0.54, 0.45], [0.62, -0.53, -0.03]], "gap_ev": [7.603, 8.206], "total_energy_ev": -9246.76156, "e_above_lowest_kj_mol": 0.0, "multiplicity": 2, "fmax_ev_per_a": 3.28, "charge": 1, "lumo_energy_ha": [-0.1341, -0.1348]}

# 3
{"formula": "C14H20O", "method": "wB97M-V/def2-TZVPD", "elements": ["O", "C", "C", "C", "C", "C", "C", "C", "C", "C", "C", "C", "C", "C", "C", "H", "H", "H", "H", "H", "H", "H", "H", "H", "H", "H", "H", "H", "H", "H", "H", "H", "H", "H", "H"], "coordinates": [[0.0159, -2.5665, 0.3176], [1.4966, -0.6138, 0.5248], [1.5917, 0.6055, 1.1165], [-1.6390, 0.2634, 0.5252], [-0.1525, 0.5886, -1.7477], [2.6682, 1.4734, 0.8915], [3.6012, 1.1188, -0.1253], [2.5588, -1.0650, -0.3036], [-1.6694, -1.3803, -1.5568], [3.5292, -0.2435, -0.6374], [-3.1717, 0.1986, 0.6823], [-0.9404, -0.6641, 1.4278], [-1.2638, 1.7744, 0.6836], [0.2491, -1.2473, 0.7406], [-1.0862, -0.1789, -0.8985], [2.4831, -2.1593, -0.7165], [4.3131, -0.4745, -1.2900], [0.6228, 1.0513, -1.1115], [-0.6188, 1.2506, -2.5217], [-1.6062, -2.0438, -0.7689], [0.8746, -2.8681, -0.0390], [-1.1194, -1.7392, -2.3546], [-1.5870, 2.3774, -0.0934], [4.4049, 1.7964, -0.3763], [2.9013, 2.4410, 1.3881], [-3.8359, 0.8253, 0.1208], [-2.7689, -1.2304, -1.8144], [0.8159, 0.8652, 1.7755], [-3.2072, 0.4549, 1.7157], [-3.5849, -0.8160, 0.4401], [-0.7756, -0.2713, 2.3672], [0.4921, -0.1015, -2.1914], [-0.1818, 1.8599, 0.7383], [-1.7271, 2.2346, 1.5828], [-1.6828, -1.5157, 1.5083]], "forces_ev_per_a": [[1.66, 0.50, 0.74], [-0.41, -1.09, -0.26], [2.03, 2.07, 0.85], [-0.51, 2.84, -3.94], [0.07, 1.53, 1.27], [1.46, 0.06, -1.63], [-1.37, -1.62, 1.40], [-2.83, -3.95, -0.01], [-2.67, 2.45, 1.15], [1.81, 4.28, 0.25], [0.50, -1.88, -0.38], [-1.44, -2.76, -0.75], [0.51, -1.29, 2.17], [-0.90, -1.16, -2.09], [0.02, -0.27, 0.53], [0.48, 2.20, 0.61], [0.91, -0.81, -0.97], [-0.71, 0.97, -0.38], [0.48, -0.27, 0.69], [-0.54, -2.29, 1.12], [-0.70, -0.14, 0.15], [1.03, -0.54, -1.77], [-0.76, 0.85, -1.90], [0.07, -0.20, -0.13], [-0.93, -0.82, -0.16], [0.33, 1.01, -0.48], [1.20, -0.24, 0.05], [-0.33, 0.40, 0.94], [-1.14, -0.13, 1.04], [0.54, 0.53, 0.77], [0.41, 0.70, 2.35], [0.69, -1.45, -1.56], [-0.39, 0.48, -0.01], [0.38, -0.50, -0.14], [1.05, 0.56, 0.46]], "gap_ev": [6.942, 7.192], "total_energy_ev": -16885.40452, "e_above_lowest_kj_mol": 375.1, "multiplicity": 1, "fmax_ev_per_a": 4.88, "charge": 0, "lumo_energy_ha": [0.0097, 0.0289]}

# 4
{"formula": "C27H43ClN4PReSi", "method": "wB97M-V/def2-TZVPD", "elements": ["Re", "Cl", "P", "Si", "N", "N", "N", "N", "C", "C", "C", "C", "C", "C", "C", "C", "C", "C", "C", "C", "C", "C", "C", "C", "C", "C", "C", "C", "C", "C", "C", "C", "C", "C", "C", "H", "H", "H", "H", "H", "H", "H", "H", "H", "H", "H", "H", "H", "H", "H", "H", "H", "H", "H", "H", "H", "H", "H", "H", "H", "H", "H", "H", "H", "H", "H", "H", "H", "H", "H", "H", "H", "H", "H", "H", "H", "H", "H"], "coordinates": [[-1.0168, -0.0199, 1.8611], [-3.0018, -0.3733, 3.3322], [-1.5537, -1.7582, 0.4036], [-1.2093, 2.2581, 0.8529], [-2.8512, -4.1912, 0.3265], [0.8136, 0.0375, 1.0644], [-0.8480, -3.9665, -1.0492], [-2.9069, -2.8470, -1.7200], [-0.3488, 0.6131, -3.6859], [0.3187, 0.3028, -1.2928], [2.3786, -1.7246, 1.9155], [-2.6190, -1.5561, -1.1044], [-2.5414, -3.0925, 1.2307], [0.5815, 3.3943, -1.0774], [-3.6407, -3.7310, -0.8193], [0.6961, 0.4506, -2.6179], [1.2590, 0.1962, -0.2590], [1.7653, -0.3376, 2.1487], [0.3622, 3.1116, 0.2722], [2.6110, 0.2496, -0.6073], [-1.6890, -3.5218, -2.1599], [-1.6332, -4.8268, -0.1716], [2.0517, 0.4983, -2.9287], [1.7197, 4.0636, -1.4995], [1.3074, 3.5752, 1.1887], [-0.2479, -2.8484, -0.3450], [3.0111, 0.4058, -1.9300], [2.4471, 4.2504, 0.7778], [-1.6171, 3.1521, 2.4786], [-3.0427, 0.4512, 1.6622], [2.6613, 4.4851, -0.5714], [2.8668, 0.6996, 2.4374], [0.8896, -0.4434, 3.4096], [4.4767, 0.4656, -2.2579], [-2.4982, 2.5832, -0.4770], [0.5027, 0.5346, 3.7545], [3.1257, -1.9302, 2.6839], [1.4790, -0.8382, 4.2401], [3.1616, 4.6027, 1.5112], [-0.7886, 1.6131, -3.6513], [0.0802, -1.2127, 3.3085], [2.6290, 1.6617, 1.9925], [0.0750, 0.4748, -4.6791], [3.3835, 0.1850, 0.1389], [4.6420, 0.8811, -3.2504], [-0.8246, 3.0254, 3.2232], [2.9807, 0.8354, 3.5137], [-3.5173, 2.3312, -0.1845], [-3.9534, -4.6047, -1.3931], [-1.6513, 4.2207, 2.2557], [2.3630, 0.6198, -3.9597], [3.5473, 5.0146, -0.8968], [-1.1621, -0.1044, -3.5658], [0.3988, -3.2203, 0.4488], [-3.4553, 1.4310, 1.8590], [3.8331, 0.3752, 2.0575], [-1.1142, -2.8519, -2.8026], [-4.5342, -3.2171, -0.4599], [5.0128, 1.0820, -1.5359], [-3.7296, -0.1237, 1.0511], [1.6147, -2.4985, 1.9793], [1.1523, 3.4264, 2.2527], [-1.9741, -3.4674, 2.0891], [0.3719, -2.2708, -1.0317], [1.8679, 4.2642, -2.5528], [2.8649, -1.7891, 0.9450], [4.9208, -0.5316, -2.2361], [-2.2793, 2.0403, -1.3981], [-0.7344, 0.3159, -1.0491], [-2.5572, 2.8839, 2.9573], [-2.4792, 3.6503, -0.7191], [-1.9797, -4.3973, -2.7430], [-3.4693, -2.6669, 1.6187], [-0.1457, 3.0894, -1.8182], [-3.5639, -1.0726, -0.8510], [-1.9173, -5.7145, -0.7389], [-2.1113, -0.9131, -1.8251], [-1.0164, -5.1393, 0.6733]], "forces_ev_per_a": [[0.23, -0.07, -0.01], [0.09, 0.03, -0.05], [-0.25, 0.10, -0.07], [-0.09, 0.02, -0.09], [-0.04, 0.01, -0.13], [0.01, -0.09, 0.07], [-0.03, -0.02, -0.15], [0.02, 0.05, -0.03], [0.00, 0.00, -0.03], [0.09, 0.05, 0.02], [-0.03, 0.06, 0.02], [-0.02, -0.01, 0.00], [0.01, 0.03, 0.04], [0.06, 0.01, 0.02], [-0.03, -0.05, 0.03], [0.11, -0.03, 0.05], [0.07, -0.07, -0.07], [-0.09, -0.14, 0.05], [-0.06, 0.01, -0.01], [-0.07, 0.03, -0.05], [0.03, -0.02, 0.00], [-0.01, -0.06, 0.01], [-0.06, -0.02, -0.01], [0.01, 0.01, -0.01], [-0.04, 0.00, 0.06], [0.12, 0.14, 0.06], [0.00, 0.03, 0.01], [0.03, 0.01, 0.04], [0.07, -0.04, 0.01], [-0.01, -0.15, 0.05], [0.01, 0.02, -0.04], [-0.01, 0.08, -0.04], [0.06, 0.08, 0.10], [0.02, -0.01, -0.02], [0.01, 0.10, 0.06], [0.04, -0.11, -0.05], [-0.01, 0.03, 0.01], [-0.09, 0.04, -0.05], [0.00, 0.00, 0.00], [-0.01, 0.01, -0.01], [0.04, 0.02, -0.05], [0.01, 0.02, 0.01], [0.00, 0.00, 0.00], [0.01, 0.02, 0.04], [0.00, 0.00, 0.00], [-0.03, -0.01, -0.01], [0.01, 0.00, 0.00], [-0.02, 0.00, 0.02], [0.00, -0.02, 0.05], [0.01, 0.06, -0.01], [-0.01, 0.01, -0.01], [0.00, 0.00, 0.00], [-0.01, 0.01, -0.04], [0.00, -0.03, 0.05], [-0.05, 0.08, -0.01], [0.01, 0.02, -0.01], [0.00, 0.00, 0.01], [0.00, -0.01, 0.01], [0.01, 0.00, 0.00], [-0.03, -0.09, -0.02], [-0.02, -0.04, -0.02], [0.01, -0.02, -0.02], [-0.03, 0.01, -0.01], [-0.02, 0.04, 0.04], [0.00, 0.00, -0.01], [-0.02, -0.03, -0.01], [0.00, 0.00, 0.00], [0.04, -0.03, -0.02], [0.07, 0.03, 0.06], [-0.03, -0.01, 0.01], [-0.03, -0.05, 0.00], [0.02, 0.01, 0.02], [-0.01, 0.01, 0.02], [-0.02, -0.02, -0.03], [0.00, 0.05, 0.06], [-0.02, 0.01, 0.03], [-0.04, -0.06, 0.02], [-0.01, 0.00, 0.00]], "gap_ev": [6.979, 6.864], "total_energy_ev": -66469.83425, "e_above_lowest_kj_mol": 70.9, "multiplicity": 2, "fmax_ev_per_a": 0.28, "charge": 1, "lumo_energy_ha": [-0.1206, -0.1417]}